[1]
{
  "formula": "C5H8N",
  "method": "the ωB97M-V functional and the def2-TZVPD basis",
  "gap_ev": 9.7,
  "lumo_ev": -6.03,
  "spin_multiplicity": 1,
  "charge": 1,
  "symbols": ["C", "C", "C", "C", "C", "N", "H", "H", "H", "H", "H", "H", "H", "H"],
  "coordinates": [[1.138, -0.383, 0.473], [0.031, -1.220, 0.096], [2.137, 0.426, -0.274], [-0.446, 0.241, -0.328], [-1.804, 0.475, 0.277], [0.832, 0.919, 0.343], [0.171, -2.009, -0.745], [-0.532, -1.554, 0.968], [2.915, 0.824, 0.400], [2.377, 0.247, -1.270], [-0.244, 0.218, -1.463], [-1.806, 0.602, 1.306], [-2.570, -0.265, 0.162], [-2.199, 1.477, 0.055]],
  "nbo_charge": [0.44, -0.48, -0.24, 0.02, -0.67, -0.23, 0.30, 0.29, 0.28, 0.25, 0.26, 0.25, 0.27, 0.26]
}

***

[2]
{
  "formula": "C5H8N",
  "method": "the ωB97M-V functional and the def2-TZVPD basis",
  "smiles": "C=[N+]1C=C(C)C1",
  "gap_ev": 9.5,
  "lumo_ev": -5.04,
  "spin_multiplicity": 1,
  "charge": 1,
  "symbols": ["C", "N", "C", "C", "C", "C", "H", "H", "H", "H", "H", "H", "H", "H"],
  "coordinates": [[2.501, 0.005, 0.078], [1.206, -0.106, -0.067], [0.172, -1.159, -0.055], [-0.833, -0.221, -0.021], [-2.246, -0.108, 0.025], [0.191, 0.926, -0.013], [3.031, 0.935, 0.219], [3.014, -0.961, -0.057], [0.330, -2.218, -0.248], [-2.591, 0.581, 0.738], [-2.646, -0.988, 0.280], [-2.708, 0.291, -0.807], [0.230, 1.487, -0.866], [0.349, 1.536, 0.794]],
  "nbo_charge": [0.07, -0.21, -0.06, 0.16, -0.69, -0.24, 0.24, 0.23, 0.26, 0.26, 0.25, 0.27, 0.23, 0.23]
}

***

[3]
{
  "formula": "C5H8N",
  "method": "the ωB97M-V functional and the def2-TZVPD basis",
  "smiles": "C=C1C[C@@]12C[NH2+]2",
  "gap_ev": [8.8, 8.7],
  "lumo_ev": [-4.32, -4.60],
  "spin_multiplicity": 1,
  "charge": 1,
  "symbols": ["C", "C", "C", "C", "C", "N", "H", "H", "H", "H", "H", "H", "H", "H"],
  "coordinates": [[2.395, 0.725, -0.006], [1.055, -0.293, 0.072], [0.299, -1.566, -0.048], [-0.323, -0.160, 0.241], [-1.486, 0.608, 0.785], [-1.321, 0.519, -0.717], [2.166, 1.759, 0.283], [3.212, 0.203, -0.371], [0.202, -2.213, -0.935], [0.459, -2.242, 0.805], [-2.208, -0.095, 1.165], [-1.454, 1.649, 1.216], [-1.821, -0.173, -1.208], [-1.177, 1.280, -1.282]],
  "nbo_charge": [-0.23, -0.02, -0.43, 0.04, -0.20, -0.52, 0.23, 0.22, 0.27, 0.27, 0.25, 0.27, 0.43, 0.43]
}

***

[4]
{
  "formula": "C5H8N",
  "method": "the ωB97M-V functional and the def2-TZVPD basis",
  "gap_ev": [7.0, 7.0],
  "lumo_ev": [-7.44, -7.44],
  "spin_multiplicity": 1,
  "charge": 1,
  "symbols": ["C", "C", "C", "C", "C", "N", "H", "H", "H", "H", "H", "H", "H", "H"],
  "coordinates": [[-1.363, -0.348, -0.661], [0.791, 1.304, 0.638], [-1.794, -0.252, 0.547], [1.001, -1.067, -0.004], [0.114, -0.466, -1.059], [1.084, 0.256, -0.333], [-2.183, -0.358, -1.521], [-0.336, 1.282, 0.991], [0.796, 2.291, 0.123], [1.683, 1.120, 1.301], [-2.357, -0.125, 1.360], [0.401, -1.231, 0.857], [1.888, -1.745, -0.116], [0.274, -0.661, -2.123]],
  "nbo_charge": [-0.31, -0.42, 0.27, -0.19, -0.10, -0.28, 0.38, 0.19, 0.25, 0.26, 0.23, 0.17, 0.26, 0.27]
}

***

[5]
{
  "formula": "C5H8N",
  "method": "the ωB97M-V functional and the def2-TZVPD basis",
  "gap_ev": 9.2,
  "lumo_ev": -5.12,
  "spin_multiplicity": 1,
  "charge": 1,
  "symbols": ["C", "C", "C", "C", "C", "N", "H", "H", "H", "H", "H", "H", "H", "H"],
  "coordinates": [[-0.150, -0.202, 0.477], [-1.316, 1.830, -0.129], [0.594, -0.648, -0.549], [-0.437, -0.505, 1.803], [1.426, -0.956, -1.625], [-0.584, 0.794, -0.339], [-1.859, 2.031, 0.709], [-1.606, 2.372, -0.971], [0.593, -0.492, 2.286], [-0.795, -1.465, 1.940], [-1.261, 0.237, 2.098], [2.081, -0.107, -1.606], [1.202, -1.102, -2.745], [2.111, -1.788, -1.352]],
  "nbo_charge": [0.14, 0.03, 0.49, -0.69, -0.79, -0.33, 0.19, 0.21, 0.28, 0.27, 0.26, 0.29, 0.33, 0.33]
}

***

[6]
{
  "formula": "C5H8N",
  "method": "the ωB97M-V functional and the def2-TZVPD basis",
  "smiles": "CC=C=[N+]=CC",
  "gap_ev": [8.2, 8.2],
  "lumo_ev": [-5.75, -5.75],
  "spin_multiplicity": 1,
  "charge": 1,
  "symbols": ["C", "C", "C", "N", "C", "C", "H", "H", "H", "H", "H", "H", "H", "H"],
  "coordinates": [[1.160, -2.708, 0.980], [0.920, -1.835, -0.160], [0.647, -0.329, -0.032], [0.260, 0.913, 0.059], [-0.193, 1.910, -0.583], [-0.323, 3.255, -0.056], [0.679, -2.399, 1.886], [2.234, -2.757, 1.144], [0.834, -3.773, 0.696], [1.325, -2.075, -1.085], [-0.116, 1.743, -1.674], [0.591, 3.726, -0.516], [-1.227, 3.910, -0.405], [-0.224, 3.350, 0.992]],
  "nbo_charge": [-0.68, -0.09, 0.48, -0.37, 0.25, -0.70, 0.25, 0.27, 0.27, 0.25, 0.22, 0.28, 0.29, 0.26]
}

***

[7]
{
  "formula": "C5H8N",
  "method": "the ωB97M-V functional and the def2-TZVPD basis",
  "gap_ev": 6.9,
  "lumo_ev": -6.29,
  "spin_multiplicity": 1,
  "charge": 1,
  "symbols": ["C", "C", "C", "C", "C", "N", "H", "H", "H", "H", "H", "H", "H", "H"],
  "coordinates": [[1.767, 2.226, -0.543], [-2.521, 0.792, 1.342], [-0.742, -4.025, 0.970], [-1.934, -0.223, 1.097], [-0.089, -3.493, 0.120], [1.552, 2.329, -1.814], [1.954, 3.097, 0.144], [2.127, 1.282, -0.090], [-3.198, 1.504, 1.567], [-1.481, -4.398, 1.546], [-1.315, -1.050, 0.915], [0.761, -2.999, -0.430], [1.429, 3.295, -2.255], [1.691, 1.664, -2.570]],
  "nbo_charge": [0.17, -0.23, -0.19, -0.23, -0.27, -0.59, 0.26, 0.25, 0.22, 0.23, 0.24, 0.24, 0.45, 0.46]
}

***

[8]
{
  "formula": "C5H8N",
  "method": "the ωB97M-V functional and the def2-TZVPD basis",
  "gap_ev": 8.4,
  "lumo_ev": -4.52,
  "spin_multiplicity": 1,
  "charge": 1,
  "symbols": ["C", "C", "C", "C", "C", "N", "H", "H", "H", "H", "H", "H", "H", "H"],
  "coordinates": [[-0.097, 0.539, -1.561], [-1.009, 0.010, -0.391], [2.183, 0.567, -0.904], [-0.131, -0.350, 0.731], [-0.768, -0.738, 1.964], [1.095, 0.511, -1.472], [-0.781, 0.799, -2.369], [-1.558, 1.016, -0.140], [-1.679, -0.595, -0.855], [2.407, 1.459, -0.487], [2.787, -0.324, -1.078], [-0.484, -1.914, 1.955], [-1.858, -0.726, 1.842], [-0.105, -0.252, 2.764]],
  "nbo_charge": [0.25, -0.63, 0.10, 0.16, -0.80, -0.23, 0.25, 0.29, 0.27, 0.23, 0.25, 0.33, 0.23, 0.31]
}

***

Record order is preserved below.
Energy above the lowest of the compared OMol25 structures with the same formula, charge and spin: 121.7 65.6 144.7 150.3 118.5 101.1 148.6 147.0 kcal/mol